Entry 1:
Here is C24H22N3O5S2Tl as an isolated structure from the Open Molecules 2025 dataset. Energies are from ωB97M-V/def2-TZVPD.

Calculated values
Energy relative to the best compared isomer or geometry (same formula, charge and spin), eV: 0.6836
Total charge: 0

The geometry in XYZ format:
```
57
C24H22N3O5S2Tl ωB97M-V/def2-TZVPD
Tl -0.25450 0.54111 -0.37402
C -3.62833 0.33223 -0.96705
N -2.83615 0.75672 0.19943
C -2.99116 -0.16102 1.33236
C -2.35895 -1.52762 1.08276
N -0.88726 -1.50344 1.12235
C -0.38779 -1.29010 2.48542
C -0.29734 -2.62682 0.44948
C 0.14981 -3.73949 1.15611
C 0.77276 -4.79695 0.51603
C 0.96759 -4.76007 -0.85613
C 0.51651 -3.66849 -1.57504
C -0.12913 -2.60431 -0.94332
S -0.73110 -1.31668 -1.98641
C -3.13385 2.11845 0.57111
C -4.46238 2.53379 0.64755
C -4.80000 3.84537 0.91929
C -3.79272 4.77858 1.12200
C -2.47183 4.37926 1.07814
C -2.11798 3.05021 0.81842
S -0.39194 2.70121 0.87942
H -4.62461 -0.02191 -0.67727
H -3.11657 -0.46776 -1.49517
H -3.73290 1.17235 -1.64942
H -4.05624 -0.30681 1.55965
H -2.53211 0.30840 2.20355
H -2.66539 -1.90353 0.10687
H -2.73446 -2.22241 1.84496
H -0.89501 -1.93411 3.21386
H -0.53564 -0.25113 2.77667
H 0.67982 -1.48286 2.51147
H -0.00843 -3.79465 2.22566
H 1.10958 -5.64707 1.09451
H 1.47304 -5.57078 -1.36354
H 0.64982 -3.61177 -2.64720
H -5.24497 1.80212 0.48757
H -5.84001 4.14014 0.96228
H -4.03262 5.81568 1.31574
H -1.67360 5.09001 1.24928
O 1.68796 0.37377 1.18232
C 2.89895 0.46558 0.98229
C 3.59053 0.50300 -0.27038
C 4.98093 0.36582 -0.23177
C 5.71293 0.25988 -1.38640
C 5.06894 0.31807 -2.64005
C 3.72158 0.48709 -2.70937
C 2.90805 0.60427 -1.53496
O 1.66540 0.82233 -1.66059
N 7.14045 0.05735 -1.31346
O 7.66973 0.05222 -0.21195
O 7.74997 -0.09811 -2.35958
H 3.56098 0.49241 1.86664
H 5.49550 0.31958 0.71972
H 5.67251 0.23101 -3.53243
H 3.21052 0.54380 -3.66103
O -0.67538 3.51416 -2.53095
C -1.01350 2.53191 -2.10542
```


Entry 2:
Here is an isolated molecule of C24H22N4O3S2 at a distorted geometry from the Open Molecules 2025 dataset. Energies are from ωB97M-V/def2-TZVPD.

Calculated values
Structure (SMILES): C[C@@H](Sc1nnc(-c2cccs2)n1Cc1ccccc1)C(=O)NCc1ccc2c(c1)OCO2
Energy relative to the best compared isomer or geometry (same formula, charge and spin), eV: 0.5726
Total charge: 0

The geometry in XYZ format:
```
55
C24H22N4O3S2 ωB97M-V/def2-TZVPD
C -5.41611 -0.24463 -1.35275
C -3.94836 -0.62274 -1.29019
H -3.67193 -1.34449 -2.05955
C -3.55502 -1.10458 0.10839
O -3.98706 -0.58001 1.11400
N -2.72245 -2.16382 0.09928
H -2.23211 -2.36996 -0.76637
C -2.06073 -2.61853 1.31005
C -0.62622 -2.15359 1.32373
C -0.33923 -0.83319 1.63521
C 0.95982 -0.33286 1.60643
C 1.95566 -1.21423 1.26564
C 1.67659 -2.54383 0.94976
C 0.39543 -3.03438 0.96027
H 0.19184 -4.05988 0.70196
O 2.84551 -3.19730 0.66298
C 3.87408 -2.25725 0.87336
O 3.30825 -0.99985 1.17433
H 4.50691 -2.58538 1.71689
H 4.49181 -2.17413 -0.03251
H 1.17655 0.69496 1.84597
H -1.14714 -0.17400 1.91218
H -2.61670 -2.19613 2.15081
H -2.11152 -3.70971 1.34711
S -2.94474 0.88611 -1.61902
C -1.36585 0.16737 -1.67770
N -1.11224 -1.10431 -1.85891
N 0.21407 -1.25461 -1.87003
C 0.76997 -0.07689 -1.70104
N -0.20815 0.88171 -1.56908
C -0.10580 2.31406 -1.41435
C -0.02040 2.75369 0.02936
C 1.04241 3.53284 0.46602
C 1.12006 3.93637 1.78784
C 0.13410 3.56850 2.68687
C -0.93993 2.81018 2.25315
C -1.01983 2.40923 0.93148
H -1.87077 1.83380 0.60268
H -1.72237 2.53093 2.94259
H 0.19802 3.87834 3.71925
H 1.95453 4.53901 2.11421
H 1.81142 3.83252 -0.23013
H 0.77456 2.65847 -1.96391
H -1.00168 2.74717 -1.87459
C 2.19031 0.08735 -1.72027
C 3.06577 -0.86622 -2.17376
C 4.41041 -0.46824 -2.07117
C 4.54952 0.77281 -1.53336
S 3.04011 1.48356 -1.14449
H 5.45010 1.32084 -1.34037
H 5.24027 -1.07477 -2.38846
H 2.72722 -1.80958 -2.56024
H -6.02397 -1.14217 -1.26108
H -5.65440 0.42140 -0.52599
H -5.65058 0.25005 -2.29248
```


Entry 3:
Here is C24H23CaCl3N10O2SSeSi as an isolated structure at a distorted geometry from the Open Molecules 2025 dataset. Energies are from ωB97M-V/def2-TZVPD.

Calculated values
Energy relative to the best compared isomer or geometry (same formula, charge and spin), eV: 0.0000
Total charge: 0

The geometry in XYZ format:
```
66
C24H23CaCl3N10O2SSeSi ωB97M-V/def2-TZVPD
Ca 2.43530 8.94624 16.65173
N 0.27126 4.96545 16.96630
C -0.58298 4.50040 16.03315
C -1.06109 3.18452 16.00514
C -1.91469 2.77115 14.96329
C -2.38126 3.64635 13.99670
C -2.01958 5.02500 14.05087
C -2.50396 6.01213 13.13078
C -2.01762 7.29999 13.24887
C -1.11102 7.61876 14.26827
N -0.60766 6.71361 15.10631
C -1.07845 5.43891 15.04327
H 0.75342 4.36341 17.63472
H 0.65956 5.89974 16.83276
H -0.71421 2.47747 16.75178
H -2.25689 1.73485 14.89247
H -3.10357 3.33784 13.26206
H -3.19418 5.66639 12.35279
H -2.33848 8.10339 12.60932
H -0.76292 8.64077 14.41662
N 4.33670 10.61621 16.61832
N 5.17912 9.78954 17.30877
C 4.61452 9.06807 18.39594
O 5.37553 8.25684 18.97821
O 3.39384 9.37806 18.61449
H 4.83719 11.09154 15.88510
H 4.03487 11.32236 17.29763
H 5.95651 9.35258 16.81003
C 6.16909 5.31180 14.93888
N 5.57080 5.14068 16.29993
C 6.27912 4.57097 17.36310
C 5.54525 4.70367 18.47259
N 4.37605 5.43625 18.13993
C 4.36273 5.64265 16.74244
S 3.17350 6.17559 15.70310
C 3.46933 5.85008 19.10170
C 3.80746 5.60916 20.46769
C 2.94464 6.04698 21.44708
C 1.67328 6.55756 21.09761
C 1.40725 6.72851 19.74699
N 2.32370 6.46252 18.78090
H 6.77270 4.41518 14.69658
H 6.85838 6.16461 14.93173
H 5.33561 5.41807 14.21361
H 7.28070 4.15241 17.21658
H 5.72867 4.33402 19.49028
H 4.75395 5.19322 20.70051
H 3.28542 6.05734 22.48606
H 0.95707 6.91206 21.82380
H 0.45547 7.11235 19.39807
Se 0.03536 12.18562 14.86748
N -0.23269 11.69774 13.20494
C 0.65840 10.76963 12.90241
C 0.81306 10.15373 11.63981
C 1.69008 9.06723 11.61632
C 2.37132 8.60353 12.78226
N 2.30628 9.19252 13.98241
C 1.44004 10.23733 14.07168
N 1.16980 10.78742 15.24820
H 0.29722 10.53358 10.78456
H 1.82982 8.49082 10.71414
H 3.01066 7.71823 12.74618
Cl -2.67250 9.91044 16.50095
Si -1.08195 9.75245 17.72149
Cl -0.05791 11.44814 18.47526
Cl -1.80945 8.82390 19.41293
```


Entry 4:
Here is C24H23CaClN2O6S3 as an isolated structure at a distorted geometry from the Open Molecules 2025 dataset. Energies are from ωB97M-V/def2-TZVPD.

Calculated values
Energy relative to the best compared isomer or geometry (same formula, charge and spin), eV: 0.0000
Total charge: 0

The geometry in XYZ format:
```
60
C24H23CaClN2O6S3 ωB97M-V/def2-TZVPD
Ca 1.64408 0.33356 -0.21224
C 3.50150 -2.42091 -1.91302
C 3.40735 -2.48472 -0.53039
C 3.91406 -1.44755 0.24597
C 4.50721 -0.34279 -0.36267
C 4.59091 -0.27745 -1.74857
C 4.09154 -1.31753 -2.52055
H 3.10570 -3.22827 -2.51533
H 2.93126 -3.33236 -0.05714
H 3.86928 -1.51099 1.32499
H 4.91951 0.45218 0.24163
H 5.03745 0.58650 -2.22003
H 4.15272 -1.26330 -3.59968
N 1.58772 0.88010 1.99060
C 0.72413 1.49868 2.45399
N -0.30598 2.20996 2.86518
C -0.17432 3.67354 2.96788
C -1.54955 4.27221 2.81684
O -2.46520 3.69547 3.73635
C -2.63300 2.30679 3.48182
C -1.34152 1.55973 3.68868
H 0.47695 4.01739 2.16738
H 0.26196 3.94467 3.93083
H -1.90621 4.12369 1.79224
H -1.50682 5.33736 3.02530
H -2.98698 2.15577 2.45731
H -3.38434 1.93601 4.17370
H -1.44454 0.52577 3.36116
H -1.04699 1.58000 4.73982
O 0.36360 -1.13761 -0.00769
C -0.84824 -1.41346 -0.62318
C -1.82615 -1.93188 0.43604
C -3.15357 -2.22528 0.36996
C -3.67742 -2.69687 1.61288
C -2.72800 -2.74343 2.58980
S -1.21705 -2.19259 2.01790
C -1.45266 -0.11826 -1.22603
C -1.47717 0.35397 -2.50269
C -2.05389 1.66063 -2.61348
C -2.46530 2.14932 -1.41583
S -2.18923 1.02678 -0.15993
C -0.62908 -2.44845 -1.72639
C 0.27831 -2.35060 -2.73930
C 0.30414 -3.49642 -3.58760
C -0.58593 -4.44834 -3.18771
S -1.41066 -3.97315 -1.77261
H -3.73976 -2.10503 -0.53454
H -4.70776 -2.99413 1.76306
H -2.84177 -3.07419 3.61375
H -1.10604 -0.20754 -3.34634
H -2.15322 2.20004 -3.54757
H -2.92863 3.10447 -1.20738
H 0.91702 -1.48559 -2.87556
H 0.94075 -3.59650 -4.45907
H -0.78579 -5.41005 -3.64069
O 1.94195 3.60656 -2.26944
Cl 1.84420 2.46412 -1.42633
O 3.00050 2.31377 -0.53793
O 0.65758 2.49380 -0.56418
O 1.75139 1.21239 -2.21396
```


Entry 5:
Here is C24H23CuO7P3 as an isolated structure from the Open Molecules 2025 dataset. Energies are from ωB97M-V/def2-TZVPD.

Calculated values
Energy relative to the best compared isomer or geometry (same formula, charge and spin), eV: 0.0000
Total charge: -1

The geometry in XYZ format:
```
58
C24H23CuO7P3 ωB97M-V/def2-TZVPD
Cu 0.64659 1.67170 -0.16358
C -2.90076 -3.24323 -3.38364
C -2.30879 -3.79328 -2.25558
C -1.45046 -3.03106 -1.47486
C -1.17616 -1.70678 -1.80370
C -1.79057 -1.16087 -2.93024
C -2.63735 -1.92220 -3.72102
P -0.05257 -0.58610 -0.87530
C 0.03523 -1.42267 0.75192
C -1.14584 -1.64401 1.45630
C -1.11992 -2.16061 2.74109
C 0.09406 -2.45166 3.34926
C 1.27610 -2.22153 2.65977
C 1.24775 -1.71103 1.37028
C 1.57201 -1.02842 -1.62205
C 1.76698 -2.18841 -2.32233
C 3.03575 -2.51159 -2.84962
C 4.09046 -1.67244 -2.64384
C 3.92829 -0.46335 -1.92032
C 5.02843 0.39725 -1.68831
C 4.84402 1.54888 -0.98054
C 3.56173 1.89904 -0.49814
C 2.43589 1.12149 -0.69143
C 2.65208 -0.10714 -1.41113
H -3.57005 -3.83829 -3.99245
H -2.51172 -4.82141 -1.98125
H -0.99181 -3.47142 -0.59698
H -1.60583 -0.12267 -3.18080
H -3.10199 -1.47951 -4.59323
H -2.09760 -1.39150 1.00027
H -2.04902 -2.31066 3.27600
H 0.11745 -2.84534 4.35798
H 2.22958 -2.43187 3.12826
H 2.17762 -1.52128 0.84856
H 0.94672 -2.87829 -2.48067
H 3.16525 -3.43341 -3.40412
H 5.07524 -1.91734 -3.02806
H 6.00374 0.12148 -2.07503
H 5.68423 2.21069 -0.79662
H 3.47340 2.83884 0.03664
C -2.95893 4.13378 2.73674
C -1.75776 3.54993 2.00619
O -0.73006 4.53683 1.97127
P -1.10552 2.05736 2.83222
O -0.92709 2.43553 4.37662
O -2.32852 1.06494 2.85770
O 0.15467 1.59637 2.21588
P -2.14204 2.96808 0.30135
O -3.11974 4.13917 -0.23430
O -2.87780 1.66733 0.41339
O -0.83425 3.05150 -0.44286
H -2.69163 4.37683 3.76560
H -3.79011 3.43031 2.74429
H -3.27229 5.04388 2.22703
H -0.15716 4.29498 1.22572
H -0.01031 2.27821 4.62850
H -2.68860 1.04932 1.92456
H -3.34103 4.00562 -1.16141
```


Entry 6:
Here is C24H23F6N8O9RuS5 as an isolated structure from the Open Molecules 2025 dataset. Energies are from ωB97M-V/def2-TZVPD.

Calculated values
Energy relative to the best compared isomer or geometry (same formula, charge and spin), eV: 1.0245
Total charge: 0
Spin multiplicity: 6

The geometry in XYZ format:
```
76
C24H23F6N8O9RuS5 ωB97M-V/def2-TZVPD
Ru -0.15662 0.16778 0.65038
N -2.01413 -1.35075 -2.26144
C -0.67724 -1.50051 -2.30404
N 0.15229 -1.11829 -1.36651
C 1.43436 -1.57612 -1.62512
C 1.59539 -2.23855 -2.79000
S 0.08163 -2.36517 -3.60754
C 2.46134 -1.31922 -0.61438
C 3.72083 -1.80722 -0.56906
S 4.54447 -1.17676 0.81411
C 3.11497 -0.28777 1.24147
N 2.12086 -0.46990 0.41588
N 3.04239 0.50124 2.32771
H -2.39746 -0.76250 -1.53689
H -2.54630 -1.41979 -3.11059
H 2.49655 -2.65374 -3.20708
H 4.20630 -2.48846 -1.24621
H 3.85034 0.67769 2.89342
H 2.17575 1.00092 2.50844
C 2.69562 -6.52923 -0.62201
C 1.73321 -5.56284 0.01073
C 1.90336 -5.16842 1.33976
C 1.04499 -4.25917 1.92600
C 0.00086 -3.73087 1.17591
C -0.19729 -4.11495 -0.13806
C 0.67054 -5.03453 -0.71117
S -1.06849 -2.52915 1.90219
O -1.79126 -3.10162 2.99995
O -1.81345 -1.93761 0.79891
N 0.00207 -1.39423 2.36469
C 0.15664 -1.06810 3.68462
C -0.19851 0.64252 3.83036
O -0.74907 0.87861 4.86555
O 0.26603 1.26473 2.86077
H 2.87651 -7.38557 0.02819
H 3.65977 -6.04950 -0.80411
H 2.31774 -6.89716 -1.57476
H 2.72165 -5.58112 1.91785
H 1.18414 -3.95453 2.95580
H -1.02026 -3.69412 -0.70032
H 0.51742 -5.33872 -1.73985
H 1.20179 -0.94287 3.98744
H -0.44265 -1.61976 4.40498
O -2.29391 0.48184 1.90979
H -2.91502 -0.19404 1.61072
H -2.82913 1.25081 2.18552
F -2.14558 3.53422 -2.74511
C -3.13821 2.67526 -2.52078
F -4.29496 3.31846 -2.59100
F -3.10673 1.73071 -3.46660
S -2.94432 1.88390 -0.87039
O -1.62002 1.29559 -0.97889
O -4.04241 0.96782 -0.74897
N -2.91691 3.08758 0.10663
S -4.10970 3.45118 1.09214
O -4.12941 2.58425 2.24189
O -5.33999 3.80058 0.46001
C -3.38531 5.03341 1.70095
F -2.19442 4.82567 2.27897
F -4.20243 5.57626 2.59220
F -3.20730 5.89207 0.69535
N 0.14587 4.35471 -0.07952
C 0.19451 3.26934 0.71960
N 0.80490 2.25352 0.15945
C 1.16700 2.69235 -1.11139
C 1.82081 2.02933 -2.14722
C 2.02537 2.72257 -3.32358
C 1.59661 4.05001 -3.47728
C 0.95351 4.72202 -2.45683
C 0.74892 4.01576 -1.27766
H -0.35775 5.19950 0.13044
H -0.23382 3.24871 1.70814
H 2.15390 1.00750 -2.03218
H 2.52725 2.23380 -4.14847
H 1.77330 4.55678 -4.41668
H 0.61834 5.74388 -2.57520
```


- What is the total charge in the fourth record?
  0


- What is the formula in the third record?
  C24H23CaCl3N10O2SSeSi